1.
The following is a quantum chemistry calculation of a molecular structure, Cl8F2Mg2 at a distorted geometry, from the Open Molecules 2025 dataset.

Geometry as XYZ:
```
12
Properties=species:S:1:pos:R:3:forces:R:3:nbo_charge:R:1
Mg -0.832 -1.931 -0.236 1.4 1.1 1.1 1.747
Mg -0.390 1.635 0.816 1.6 -0.7 -2.0 1.729
F -0.798 0.066 -0.254 -0.2 -0.6 0.3 -0.937
F 1.357 -0.941 3.825 0.5 -0.4 1.2 -0.998
Cl 2.392 2.653 -2.747 0.8 0.8 -0.6 -0.992
Cl -0.628 3.556 -0.732 -0.5 0.4 0.2 -0.937
Cl 1.831 1.341 1.419 0.3 0.5 0.1 -0.912
Cl -2.415 -2.410 -1.764 -1.1 -0.6 -0.6 -0.928
Cl 1.052 -0.723 -4.201 0.0 -0.4 -1.1 -0.994
Cl -1.253 -2.171 2.248 -0.5 -0.5 -0.8 -0.920
Cl 1.240 -3.320 -0.904 -0.5 -0.2 0.3 -0.934
Cl -1.557 2.246 2.530 -1.6 0.8 1.8 -0.925
```
Positions in Å, forces in eV/Å.

Values from the calculation:
Net charge   -6

=====

2.
The following is a quantum chemistry calculation of 2 unconnected molecules or ions with the total composition C4H9NO at a distorted geometry, from the Open Molecules 2025 dataset.

Geometry as XYZ:
```
15
Properties=species:S:1:pos:R:3:forces:R:3:nbo_charge:R:1
C 0.400 2.468 -1.235 0.0 -0.4 -0.7 -0.012
N -0.760 1.962 -1.221 0.1 0.4 0.9 -0.626
H 1.251 1.842 -0.975 0.0 -0.1 -0.2 0.167
H 0.611 3.465 -1.628 0.0 0.2 0.6 0.156
H -1.465 2.693 -1.285 -0.1 -0.1 -0.8 0.349
C -0.520 -2.296 -0.143 0.1 0.7 0.6 -0.514
C -0.321 -1.182 0.567 0.0 -0.2 -0.3 0.331
O -1.202 -0.134 0.540 0.0 0.1 -0.1 -0.752
C 0.865 -0.963 1.465 0.0 -0.2 -0.3 -0.667
H 0.207 -3.090 -0.053 -0.2 -0.2 -0.2 0.199
H -1.424 -2.376 -0.727 0.1 -0.3 -0.2 0.208
H -1.165 0.340 -0.318 0.0 0.0 0.3 0.514
H 1.306 -1.933 1.694 0.1 0.1 0.3 0.215
H 1.637 -0.378 0.955 -0.1 0.1 0.0 0.209
H 0.580 -0.417 2.363 0.0 -0.2 0.1 0.225
```
Positions in Å, forces in eV/Å.

Values from the calculation:
SMILES string   C=C(C)O.C=N
Relative energy (zero: lowest compared OMol25 entry of this formula, charge and spin)   55.80 kcal per mole

=====

Gap between HOMO and LUMO (eV)
4.27, 9.55
Calculated total energy (Eh)
-4281.00069, -287.74353